[1]
Below is the molecule C4H10BrO2PS, with properties calculated with ωB97M-V/def2-TZVPD.

Last column: natural (NBO) charge in e.
CARTESIAN COORDINATES (ANGSTROEM)
C 1.91 2.72 1.04  -0.634
C -1.34 -2.50 -1.33  -0.642
C 0.66 2.06 0.43  -0.068
C -0.02 -2.25 -0.68  -0.050
O 0.13 1.04 1.27  -0.832
O 0.09 -0.90 -0.25  -0.837
P -0.78 -0.12 0.81  1.803
S -1.62 -1.19 2.15  -0.463
Br -2.46 1.18 -0.74  -0.403
H 2.62 2.63 0.23  0.221
H 1.77 3.71 1.33  0.215
H 2.15 2.21 1.96  0.230
H -2.19 -2.10 -0.74  0.237
H -1.30 -1.95 -2.33  0.213
H -1.39 -3.48 -1.67  0.222
H 0.98 1.45 -0.44  0.187
H -0.13 2.90 0.06  0.219
H 0.79 -2.47 -1.32  0.197
H 0.13 -2.93 0.22  0.186

Its SMILES is CCOP(=S)(Br)OCC.


[2]
Below is a structure of composition C13H14ClINORuSe2, with properties calculated with ωB97M-V/def2-TZVPD.

Last column: natural (NBO) charge in e.
CARTESIAN COORDINATES (ANGSTROEM)
Ru 0.92 -0.07 0.22  0.499
Cl -2.42 5.27 -2.42  0.336
C -1.52 4.30 -1.44  0.145
C -0.96 4.85 -0.28  -0.308
C -0.20 4.11 0.59  -0.176
I 0.63 4.87 2.25  0.651
C 0.02 2.66 0.27  0.564
O 0.69 1.91 0.98  -0.479
C -0.57 2.10 -0.95  0.065
N -0.31 0.80 -1.15  -0.355
C -0.82 0.23 -2.26  0.099
C -1.59 0.94 -3.17  -0.171
C -1.86 2.29 -2.95  -0.074
C -1.33 2.89 -1.80  -0.051
H -1.14 5.90 -0.08  0.298
H -0.59 -0.81 -2.41  0.239
H -1.98 0.44 -4.04  0.287
H -2.46 2.85 -3.65  0.281
C 0.00 -1.57 3.11  -0.792
Se -0.90 -0.94 1.50  0.683
C -1.22 -2.67 0.62  -0.570
C 0.03 -3.46 0.35  -0.569
Se 1.53 -2.35 -0.32  0.515
C 1.53 -2.90 -2.19  -0.751
H -0.73 -2.16 3.67  0.280
H 0.28 -0.70 3.69  0.269
H 0.87 -2.17 2.86  0.243
H -1.77 -2.42 -0.29  0.245
H -1.90 -3.21 1.28  0.282
H -0.14 -4.21 -0.42  0.278
H 0.41 -3.96 1.23  0.265
H 1.89 -3.92 -2.21  0.278
H 2.23 -2.25 -2.72  0.265
H 0.53 -2.82 -2.61  0.229

The total charge is +3.


[3]
Below is the molecule C5H4, with properties calculated with ωB97M-V/def2-TZVPD.

Last column: natural (NBO) charge in e.
CARTESIAN COORDINATES (ANGSTROEM)
C -1.25 -0.16 0.44  -0.656
C 0.14 -0.16 -0.06  0.023
C 0.81 -0.08 -1.31  -0.072
C 1.57 0.97 -0.59  -0.052
C 1.43 -0.02 0.43  -0.208
H -1.38 -0.93 1.21  0.242
H -1.96 -0.34 -0.37  0.240
H -1.49 0.81 0.91  0.248
H 2.08 -0.55 1.11  0.235

Its SMILES is C[C@]12C3=C1[C@@H]32.


[4]
Below is the molecule C21H25N3O5, with properties calculated with ωB97M-V/def2-TZVPD.

Last column: natural (NBO) charge in e.
CARTESIAN COORDINATES (ANGSTROEM)
C 2.03 2.72 -3.90  -0.644
C 1.25 2.58 -2.62  0.031
C 0.20 1.69 -2.52  -0.218
C -0.48 1.58 -1.31  0.092
C -1.54 0.51 -1.15  0.650
O -1.70 -0.37 -1.99  -0.642
N -2.21 0.58 0.01  -0.608
C -2.96 -0.54 0.54  -0.218
C -2.15 -1.85 0.61  -0.050
C -2.69 -2.87 1.62  -0.220
C -4.17 -3.15 1.41  -0.610
C -1.88 -4.16 1.48  -0.396
C -0.37 -3.92 1.57  -0.409
C 0.08 -2.84 0.59  -0.207
N -0.71 -1.63 0.81  -0.470
C -0.27 -0.67 1.66  0.701
O -0.97 -0.14 2.52  -0.625
C 1.10 -0.13 1.38  -0.288
C 1.74 -0.23 0.10  -0.091
C 2.84 0.49 -0.17  -0.351
C 3.37 1.43 0.79  0.753
O 4.26 2.22 0.62  -0.613
O 2.76 1.42 2.04  -0.447
C 1.66 0.70 2.28  0.286
N -0.21 2.33 -0.25  -0.441
C 0.81 3.19 -0.35  0.030
C 1.59 3.33 -1.49  -0.072
C 2.77 4.27 -1.50  -0.084
O 3.11 4.78 -0.23  -0.723
H 3.07 2.43 -3.76  0.224
H 1.61 2.09 -4.68  0.224
H 2.03 3.75 -4.25  0.227
H -0.10 1.05 -3.34  0.241
H -1.87 1.28 0.66  0.436
H -3.30 -0.26 1.54  0.224
H -3.83 -0.73 -0.08  0.214
H -2.20 -2.31 -0.39  0.220
H -2.54 -2.45 2.62  0.213
H -4.36 -3.47 0.38  0.204
H -4.51 -3.94 2.07  0.214
H -4.79 -2.27 1.60  0.213
H -2.19 -4.87 2.25  0.214
H -2.12 -4.61 0.51  0.195
H -0.11 -3.60 2.58  0.202
H 0.17 -4.85 1.37  0.215
H 1.13 -2.63 0.73  0.213
H -0.07 -3.17 -0.45  0.202
H 1.30 -0.86 -0.67  0.240
H 3.34 0.47 -1.13  0.239
H 1.24 0.88 3.26  0.224
H 1.03 3.79 0.53  0.218
H 3.63 3.76 -1.95  0.179
H 2.55 5.13 -2.14  0.191
H 3.62 4.11 0.24  0.496

Its SMILES is Cc1cc(C(=O)NC[C@@H]2[C@@H](C)CCCN2C(=O)c2ccc(=O)oc2)ncc1CO.


[5]
Below is a structure of composition C48H55BN4OP2SSi2Sr, with properties calculated with ωB97M-V/def2-TZVPD.

Last column: Mulliken charge in e.
CARTESIAN COORDINATES (ANGSTROEM)
Sr 0.63 -0.09 0.11  1.483
C -0.61 -0.32 2.20  -3.500
P -1.52 -1.68 1.29  2.614
C -1.31 -3.15 2.34  -0.126
C -0.32 -3.27 3.31  -0.448
C -0.18 -4.45 4.03  -0.509
C -1.03 -5.52 3.78  -0.539
C -2.01 -5.41 2.80  -0.613
C -2.14 -4.24 2.08  -0.571
C -3.17 -1.15 1.89  0.379
C -4.08 -0.69 0.94  -0.470
C -5.34 -0.26 1.33  -0.209
C -5.70 -0.30 2.67  -0.674
C -4.81 -0.77 3.61  -0.680
C -3.55 -1.20 3.22  -0.422
C -1.16 0.93 1.59  1.882
C -1.75 1.97 2.27  -1.410
C -2.42 2.76 1.32  -1.891
C -2.19 2.15 0.10  0.106
C -2.67 2.62 -1.23  -1.636
P -1.71 1.85 -2.60  0.668
C -2.51 0.21 -2.77  0.507
C -3.88 -0.01 -2.65  -0.489
C -4.41 -1.29 -2.78  -0.561
C -3.57 -2.36 -3.04  -0.788
C -2.20 -2.15 -3.17  0.160
C -1.68 -0.87 -3.04  -0.133
C -2.48 2.77 -4.00  0.456
C -2.30 4.16 -4.05  -0.500
C -2.79 4.91 -5.10  -0.682
C -3.46 4.29 -6.15  -0.420
C -3.63 2.91 -6.12  -0.682
C -3.15 2.16 -5.06  -0.497
N -1.45 1.01 0.24  -0.085
H 0.48 -0.46 2.20  1.152
H -0.92 -0.34 3.25  1.175
H 0.38 -2.46 3.48  0.193
H 0.62 -4.54 4.75  0.395
H -0.91 -6.44 4.33  0.338
H -2.67 -6.25 2.59  0.390
H -2.90 -4.16 1.31  0.392
H -3.78 -0.65 -0.10  0.058
H -6.03 0.11 0.58  0.438
H -6.69 0.05 2.97  0.348
H -5.09 -0.80 4.66  0.380
H -2.86 -1.58 3.97  0.306
H -1.72 2.13 3.34  0.624
H -2.96 3.68 1.49  0.414
H -2.52 3.70 -1.33  0.615
H -3.74 2.45 -1.36  0.592
H -4.55 0.82 -2.45  0.392
H -5.47 -1.44 -2.68  0.405
H -3.98 -3.36 -3.13  0.334
H -1.54 -2.98 -3.38  0.493
H -0.61 -0.71 -3.13  -0.437
H -1.74 4.65 -3.26  0.355
H -2.63 5.98 -5.12  0.367
H -3.84 4.87 -6.98  0.341
H -4.14 2.41 -6.94  0.383
H -3.29 1.09 -5.06  0.319
O 1.00 -2.42 0.52  0.875
N 1.32 -3.68 0.49  -0.535
C 0.68 -4.46 -0.41  -0.520
C 0.91 -5.80 -0.53  -0.766
C 1.85 -6.38 0.33  -0.300
C 2.50 -5.59 1.24  -0.786
C 2.27 -4.20 1.35  0.329
S 3.08 -3.23 2.46  -0.448
H -0.02 -3.90 -1.02  0.475
H 0.37 -6.38 -1.27  0.427
H 2.07 -7.44 0.27  0.339
H 3.24 -6.00 1.91  0.420
C 4.07 4.49 -0.16  -1.343
Si 2.63 3.21 -0.12  0.361
C 1.12 4.20 0.46  -0.757
C 2.34 2.80 -1.95  -0.724
C 2.92 1.71 0.92  2.155
C 3.90 0.75 0.36  -2.001
C 5.29 0.92 0.45  -0.366
C 6.14 -0.05 -0.03  -0.822
C 5.61 -1.19 -0.62  -0.979
C 4.23 -1.28 -0.70  -0.617
N 3.41 -0.35 -0.23  1.312
Si 3.10 1.91 2.74  0.319
C 4.62 2.92 3.38  -1.323
C 1.64 2.77 3.59  -0.826
C 3.34 0.23 3.61  -0.704
H 3.83 5.34 -0.81  0.347
H 4.99 4.03 -0.55  0.302
H 4.30 4.88 0.84  0.301
H 0.91 5.02 -0.24  0.372
H 1.26 4.64 1.45  0.263
H 0.23 3.57 0.51  0.002
H 2.39 3.71 -2.55  0.430
H 1.36 2.35 -2.11  -0.201
H 3.07 2.09 -2.33  0.290
H 5.68 1.82 0.91  0.485
H 7.22 0.08 0.04  0.400
H 6.24 -1.98 -1.01  0.403
H 3.76 -2.14 -1.17  0.369
H 4.71 3.88 2.87  0.291
H 5.55 2.37 3.23  0.300
H 4.52 3.12 4.45  0.338
H 1.74 3.86 3.56  0.339
H 1.60 2.48 4.64  0.371
H 0.69 2.52 3.13  -0.065
H 4.15 -0.33 3.16  0.271
H 2.46 -0.41 3.55  -0.209
H 3.57 0.38 4.67  0.464
B 1.70 -1.20 -4.94  0.874
C 1.50 -0.71 -3.46  -0.526
N 1.36 -0.34 -2.37  -1.174
H 0.78 -0.76 -5.59  -0.228
H 2.76 -0.78 -5.34  -0.241
H 1.68 -2.40 -4.93  -0.247

The total charge is -2.


[6]
Below is a structure of composition C16H31CdNOP2, with properties calculated with ωB97M-V/def2-TZVPD.

Last column: natural (NBO) charge in e.
CARTESIAN COORDINATES (ANGSTROEM)
P -0.36 -1.53 -2.27  0.828
P 1.74 -2.27 -0.13  0.802
C 0.93 -2.78 -2.78  -0.712
C 1.52 -3.47 -1.55  -0.700
H 1.70 -2.25 -3.36  0.223
H 0.45 -3.51 -3.44  0.214
H 0.88 -4.29 -1.20  0.221
H 2.51 -3.90 -1.79  0.216
C 3.44 -1.72 -0.61  -0.935
H 3.89 -1.18 0.24  0.234
H 3.39 -1.06 -1.48  0.231
H 4.05 -2.60 -0.85  0.214
C 2.20 -3.54 1.12  -0.941
H 3.01 -4.16 0.73  0.213
H 1.32 -4.16 1.32  0.230
H 2.51 -3.03 2.04  0.232
C -0.60 -0.74 -3.90  -0.945
H -1.40 0.00 -3.82  0.236
H -0.86 -1.50 -4.65  0.211
H 0.33 -0.23 -4.20  0.231
C -1.80 -2.66 -2.25  -0.941
H -1.74 -3.33 -1.38  0.232
H -1.79 -3.26 -3.17  0.215
H -2.72 -2.07 -2.19  0.234
Cd -2.23 3.34 3.96  1.352
C 0.14 0.90 2.38  -0.209
C 0.96 1.63 1.62  -0.170
C 1.30 1.42 0.18  -0.456
C 0.48 2.24 -0.82  -0.439
C -1.01 2.13 -0.74  -0.176
C -1.76 1.16 -0.20  -0.198
C -1.32 -0.10 0.47  -0.501
C -0.90 -0.09 1.97  -0.435
C -3.04 4.18 2.18  -1.162
H 0.15 1.04 3.46  0.192
H 1.47 2.51 2.05  0.206
H 1.25 0.36 -0.08  0.224
H 2.36 1.71 0.05  0.214
H 0.76 3.30 -0.69  0.210
H 0.80 1.98 -1.84  0.218
H -1.53 2.92 -1.30  0.202
H -2.86 1.28 -0.21  0.196
H -0.48 -0.56 -0.09  0.262
H -2.16 -0.82 0.40  0.205
H -1.82 0.01 2.58  0.194
H -0.53 -1.11 2.21  0.221
H -4.09 4.47 2.35  0.218
H -2.97 3.43 1.37  0.225
H -2.42 5.07 1.97  0.229
O -1.35 6.73 5.75  -0.596
C -1.04 5.63 5.44  0.755
N -0.77 4.49 5.11  -1.024


[7]
Below is the molecule C3H4N4, with properties calculated with ωB97M-V/def2-TZVPD.

Last column: natural (NBO) charge in e.
CARTESIAN COORDINATES (ANGSTROEM)
C 0.87 0.01 0.02  0.576
C -1.07 -1.14 -0.01  0.281
C -1.11 1.19 0.03  0.297
H 2.58 0.81 0.33  0.386
H 2.64 -0.83 0.27  0.391
H -1.61 -2.07 0.10  0.181
H -1.56 2.16 -0.06  0.202
N 2.23 0.01 -0.12  -0.760
N 0.20 -1.16 0.01  -0.518
N -1.83 -0.05 -0.02  -0.501
N 0.22 1.14 0.01  -0.535

Its SMILES is Nc1ncncn1.


[8]
Below is a cluster of 2 separate species, CH4N2O2S in total, with properties calculated with ωB97M-V/def2-TZVPD.

Last column: natural (NBO) charge in e.
CARTESIAN COORDINATES (ANGSTROEM)
C -1.01 -0.68 0.28  0.152
N -2.05 -0.77 -0.55  -0.814
N -0.78 0.57 0.69  -0.820
O 2.92 1.19 -0.59  -0.828
O 4.17 -0.83 -0.04  -0.822
S 3.03 0.01 0.23  1.650
H -2.61 0.04 -0.84  0.347
H -2.30 -1.66 -0.94  0.397
H -1.34 1.38 0.42  0.349
H -0.03 0.74 1.34  0.390


[9]
Below is the molecule C4H8O, with properties calculated with ωB97M-V/def2-TZVPD.

Last column: natural (NBO) charge in e.
CARTESIAN COORDINATES (ANGSTROEM)
C -1.54 0.47 0.24  -0.639
C -0.65 -0.72 0.44  0.058
O -0.17 -1.39 -0.73  -0.496
C 0.78 -0.72 0.09  0.057
C 1.47 0.48 -0.51  -0.648
H -1.69 0.99 1.20  0.215
H -2.53 0.15 -0.13  0.221
H -1.12 1.18 -0.47  0.215
H -0.96 -1.41 1.22  0.176
H 1.42 -1.40 0.66  0.178
H 0.97 0.77 -1.43  0.226
H 1.47 1.34 0.17  0.216
H 2.52 0.25 -0.75  0.219

Its SMILES is C[C@@H]1O[C@@H]1C.


[10]
Below is a cluster of 6 separate species, H12O6 in total, with properties calculated with ωB97M-V/def2-TZVPD.

Last column: natural (NBO) charge in e.
CARTESIAN COORDINATES (ANGSTROEM)
H -1.26 -0.08 -1.07  0.462
H 0.07 -0.50 -0.44  0.475
H 2.87 4.00 -0.25  0.472
H 1.70 2.86 -0.09  0.482
H -6.59 0.20 -1.24  0.481
H -5.56 0.86 -0.14  0.476
H -0.81 1.21 1.58  0.457
H -0.47 0.23 2.67  0.469
H 0.11 -2.94 0.87  0.463
H 1.50 -3.18 1.20  0.461
H 3.53 -1.82 -1.98  0.462
H 3.97 -0.39 -1.60  0.476
O -0.81 -0.61 -0.36  -0.937
O 2.70 3.08 -0.04  -0.954
O -5.66 0.18 -0.81  -0.957
O -0.04 0.70 1.85  -0.926
O 0.86 -2.46 1.18  -0.924
O 3.91 -1.33 -1.30  -0.937

Its SMILES is O.O.O.O.O.O.


[11]
Below is a cluster of 2 separate species, C3H7NO2 in total, with properties calculated with ωB97M-V/def2-TZVPD.

Last column: natural (NBO) charge in e.
CARTESIAN COORDINATES (ANGSTROEM)
N 1.46 0.27 -1.73  -0.792
C 0.55 0.62 -2.45  0.846
O -0.25 0.94 -3.24  -0.531
C -0.84 -1.08 0.61  -0.632
C -0.38 0.29 1.07  -0.068
O 1.04 0.29 1.08  -0.736
H 1.47 0.22 -0.71  0.444
H -0.44 -1.30 -0.39  0.217
H -0.49 -1.85 1.30  0.217
H -1.93 -1.12 0.55  0.219
H -0.76 1.07 0.39  0.164
H -0.77 0.50 2.08  0.171
H 1.35 1.14 1.44  0.481

Its SMILES is N=C=O.CCO.


[12]
Below is the molecule C2H3N3O3, with properties calculated with ωB97M-V/def2-TZVPD.

Last column: natural (NBO) charge in e.
CARTESIAN COORDINATES (ANGSTROEM)
C -0.89 -0.01 0.02  0.638
C 1.09 0.93 -0.08  0.837
H -2.62 0.91 0.48  0.403
H -2.81 -0.75 0.16  0.409
H 2.63 -1.55 -0.41  0.481
N -2.25 0.10 -0.01  -0.808
N -0.12 -1.02 -0.13  -0.368
N 1.13 -0.45 -0.36  -0.068
O 2.17 -1.09 0.32  -0.517
O 1.96 1.73 0.01  -0.530
O -0.28 1.19 0.00  -0.477

Its SMILES is Nc1nn(O)c(=O)o1.


What F_max values result from the calculations? In sequence: 0.06240 0.00525 0.00343 0.00386 0.09795 0.03132 0.11564 0.02122 0.00578 0.11282 0.01517 0.02518 Eh/bohr.
What total energy values result from the calculations? In sequence: -98572.65584 -171113.59613 -5243.34493 -36892.03770 -105361.41493 -43771.71044 -9136.13387 -19010.78206 -6324.11476 -12478.48919 -8809.53303 -12733.55990 eV.